(1)
Molecular formula: C5H40N2O14
Method: DFT, ωB97M-V/def2-TZVPD

Structure (XYZ):
```
61
Properties=species:S:1:pos:R:3
N -2.03471 1.95388 0.36705
C -0.67055 2.42615 0.15557
C 0.36203 1.53993 0.95958
N 0.32718 0.12972 0.35067
C 1.46349 -1.31059 2.21943
C 1.58497 -0.50148 0.86484
C 2.05437 -1.36957 -0.32496
O 3.39216 -1.73571 -0.28620
H -2.51579 2.65841 0.88560
H -2.54577 1.76383 -0.50404
H -0.56597 3.49637 0.53852
H -0.33737 2.46527 -0.92005
H 1.40592 2.10016 1.01281
H -0.08434 1.59038 1.91753
H -0.53011 -0.35088 0.43566
H 2.34921 -1.83798 2.44796
H 0.53775 -1.91515 2.10494
H 1.23586 -0.68291 3.09860
H 2.40883 0.32319 1.04178
H 1.50178 -2.31927 -0.28361
H 1.79762 -0.77713 -1.31175
H 3.87777 -1.09503 -0.81975
H 0.28678 0.57360 -3.16270
H 0.30876 0.82726 -1.65169
O 0.17350 1.26687 -2.56191
H -2.21347 -2.29182 2.92846
H -2.25134 -1.72516 1.45435
O -1.75863 -2.06658 2.14995
H -1.66302 0.69070 2.98355
H -1.13866 -0.68076 3.52712
O -1.40849 0.21901 3.76934
H -3.54843 1.12278 -3.53790
H -2.36931 1.63241 -2.93618
O -3.20547 1.89879 -3.04480
H 2.23908 1.08313 -2.81255
H 3.74401 1.29013 -3.21460
O 3.05662 0.67794 -2.90851
H 2.62861 2.21849 -0.99143
H 1.40819 2.49674 -1.72981
O 2.26138 2.86704 -1.45929
H -1.71482 -0.08526 -4.21927
H -2.42417 -1.19741 -3.35533
O -2.57868 -0.49067 -4.08315
H -1.36809 -1.30097 -1.53622
H -1.95908 -2.56344 -1.08962
O -1.55966 -2.16291 -1.84768
H 0.39596 -2.03348 -3.20406
H 1.71036 -1.29662 -3.43373
O 0.75887 -1.29254 -3.50665
H -3.98208 -0.95168 -0.09864
H -2.72639 -0.11941 0.11104
O -3.07853 -0.98232 0.10893
H 3.27807 0.84208 3.93230
H 3.61175 1.48228 2.67391
O 3.92366 1.17272 3.44237
H -1.53655 -4.78921 0.27685
H -1.71469 -3.29838 0.82855
O -1.77930 -3.87213 0.12986
H 0.48205 2.20293 4.57451
H 0.02192 0.75203 4.54117
O 0.67492 1.33222 5.00327
```

For the energy, the calculation gives -37477.101 eV. The value obtained for the LUMO energy is -0.0048 Ha. As for the energy above the lowest of the compared OMol25 structures with the same formula, charge and spin: 145.5 kcal per mole. As for the net charge: 0. As for the spin multiplicity: 1.



(2)
Molecular formula: C4H8O
Method: DFT, ωB97M-V/def2-TZVPD

Structure (XYZ):
```
13
Properties=species:S:1:pos:R:3
C -0.63754 -0.27285 -1.43970
C -1.11575 0.01907 -0.00975
C 0.80637 0.82911 1.05525
C 1.51657 -0.29251 1.03410
H -1.40730 -0.95395 -1.88614
H 0.36055 -0.78087 -1.51037
H -0.65530 0.68241 -1.98810
H -1.04388 -0.90975 0.62131
H -2.16165 0.33361 -0.05590
H 1.16718 1.77016 1.47086
H 1.09645 -1.24066 0.70484
H 2.51304 -0.27574 1.39882
O -0.43875 1.09199 0.60479
```

For the energy, the calculation gives -6324.027 eV. The value obtained for the LUMO energy is 0.0407 Ha. As for the energy above the lowest of the compared OMol25 structures with the same formula, charge and spin: 26.3 kcal per mole. As for the net charge: 0. As for the spin multiplicity: 1. The SMILES is C=COCC.



(3)
Molecular formula: C24H70AgN11O9
Method: DFT, ωB97M-V/def2-TZVPD

Structure (XYZ):
```
115
Properties=species:S:1:pos:R:3
Ag 1.46058 -2.47708 1.60404
C -0.41791 -0.23551 0.24795
O 0.06444 -0.70089 1.46836
H 0.03179 -0.77499 -0.59581
H -1.49662 -0.38572 0.05091
H -0.35886 0.85686 0.16059
C 3.61026 0.05566 -0.78661
C 3.46226 -1.49080 -0.86095
C 4.50219 -2.08182 -1.82666
O 4.28085 -3.47898 -1.87060
C 5.42049 -4.18701 -2.33618
N 3.65000 -2.05042 0.48412
H 3.69186 0.28680 -1.85267
H 4.57397 0.25630 -0.31609
H 2.83784 0.63763 -0.29801
H 2.48818 -1.80855 -1.23879
H 5.49701 -1.91012 -1.39608
H 4.42734 -1.63827 -2.82298
H 6.07587 -4.44305 -1.50293
H 5.93024 -3.63938 -3.13108
H 5.10831 -5.11899 -2.80802
H 4.61544 -1.99119 0.81678
H 3.70975 -3.06963 0.32690
C -3.11277 -2.37528 -1.58990
C -4.02326 -1.52672 -2.45630
C -3.57533 -0.05235 -2.46382
O -4.28695 0.68031 -3.44017
C -4.26301 2.09327 -3.32997
N -3.87784 -2.09670 -3.81675
H -3.67216 -3.29669 -1.41041
H -2.97472 -1.94721 -0.59337
H -2.19881 -2.59391 -2.13864
H -5.05565 -1.62985 -2.12236
H -2.50574 -0.07100 -2.70034
H -3.76624 0.33244 -1.45531
H -3.48903 2.45022 -4.01803
H -4.11916 2.64162 -2.39479
H -5.20848 2.49744 -3.70077
H -2.93086 -1.91605 -4.16619
H -4.36397 -1.44689 -4.44226
C 1.53930 4.20315 0.82371
C 0.92162 5.59560 0.78184
C 1.97170 6.70455 0.80195
O 2.38533 7.11692 2.07805
C 3.30714 6.34191 2.80073
N 0.20174 5.56323 -0.49757
H 2.23889 4.08002 1.65895
H 2.16830 4.04048 -0.05463
H 0.82346 3.38607 0.90570
H 0.15456 5.71418 1.55900
H 1.52297 7.57490 0.32396
H 2.81215 6.36277 0.18832
H 3.46535 6.86157 3.74524
H 4.23276 6.07697 2.28711
H 2.83349 5.40933 3.14094
H -0.19239 4.67471 -0.77850
H -0.62131 6.15953 -0.52665
C -0.34286 1.42314 -3.97815
C 0.68227 0.34061 -4.20278
C 0.13760 -1.10497 -3.93625
O -1.00720 -1.38118 -4.75651
C -0.73829 -1.94202 -6.02527
N 1.40961 0.57810 -5.48278
H -1.10285 1.33107 -4.76476
H 0.02986 2.43789 -3.90478
H -0.91075 1.14240 -3.08732
H 1.42362 0.49779 -3.40310
H -0.15559 -1.17966 -2.88744
H 0.87056 -1.89524 -4.13029
H -1.70112 -2.26837 -6.41865
H -0.05845 -2.79881 -5.96793
H -0.31840 -1.19808 -6.70188
H 2.03005 -0.20864 -5.64090
H 0.63371 0.54520 -6.13647
C -1.95082 -6.88819 4.60857
C -0.78139 -6.03955 4.09592
C -1.27497 -4.66160 3.65745
O -1.96827 -4.86144 2.43689
C -2.40069 -3.67234 1.75775
N 0.24795 -5.97187 5.16037
H -2.81812 -6.26982 4.85463
H -1.69795 -7.42719 5.51721
H -2.27261 -7.58613 3.83538
H -0.34949 -6.54436 3.23416
H -0.51465 -3.93310 3.32970
H -1.84965 -4.08975 4.39998
H -2.52942 -3.86517 0.69830
H -1.59712 -2.92822 1.84197
H -3.32299 -3.31430 2.21211
H 0.36231 -5.05308 5.58478
H 1.16215 -6.05833 4.71817
C 2.57391 1.47169 3.24079
O 3.61290 1.95386 3.68917
N 1.33656 2.00162 3.40829
N 2.55847 0.33921 2.46699
H 1.19244 2.96450 3.63336
H 0.61772 1.36665 3.10538
H 3.45346 -0.02672 2.20573
H 1.70763 0.03919 1.99547
C -1.91269 0.35940 4.75892
O -2.40544 0.40606 5.87430
N -1.78628 1.46324 3.95799
N -1.39129 -0.72596 4.10270
H -1.99336 2.38799 4.28135
H -1.38277 1.33555 3.05031
H -1.07717 -0.68964 3.14155
H -1.34784 -1.59661 4.60154
C -2.75093 4.05103 0.41744
O -2.83547 3.87276 -0.79489
N -3.23671 5.14739 1.08038
N -1.94004 3.29693 1.20430
H -2.83105 5.34027 1.97497
H -3.57901 5.92971 0.55338
H -1.48725 2.48774 0.82537
H -1.92806 3.44999 2.19221
```

For the energy, the calculation gives -64838.438 eV. The value obtained for the LUMO energy is -0.0533 Ha. As for the energy above the lowest of the compared OMol25 structures with the same formula, charge and spin: 0.0 kcal per mole. As for the net charge: 0. As for the spin multiplicity: 1.



(4)
Molecular formula: C6H14N2O
Method: DFT, ωB97M-V/def2-TZVPD

Structure (XYZ):
```
23
Properties=species:S:1:pos:R:3
C -2.45054 -1.43205 0.04845
C -2.04779 0.02565 -0.41275
C -2.13265 1.08818 0.70182
C 1.50882 -0.15385 -0.10225
C 1.79829 1.31851 -0.27413
C 2.70872 -0.90245 0.40261
H -3.37722 -1.43889 0.65753
H -2.74567 -2.00452 -0.86697
H -1.67647 -1.97346 0.68340
H -2.54177 0.31850 -1.25553
H -1.93931 2.07832 0.32864
H -3.16108 1.15567 1.07070
H -1.66234 0.90088 1.63247
H -0.56128 -0.57514 -1.83385
H 0.97148 1.75377 -0.84850
H 1.81315 1.86470 0.67187
H 2.74172 1.41225 -0.80985
H 2.62754 -0.84220 1.53550
H 2.55554 -1.98385 0.27504
H 3.91239 0.40941 -0.52916
N -0.64419 0.03564 -0.90301
N 0.31601 -0.65327 -0.15363
O 3.98667 -0.40183 -0.01840
```

For the energy, the calculation gives -11473.917 eV. The value obtained for the LUMO energy is 0.0266 Ha. As for the energy above the lowest of the compared OMol25 structures with the same formula, charge and spin: 88.9 kcal per mole. As for the net charge: 0. As for the spin multiplicity: 1. The SMILES is C/C(CO)=N\NC(C)C.



(5)
Molecular formula: C2H4O3S2
Method: DFT, ωB97M-V/def2-TZVPD

Structure (XYZ):
```
11
Properties=species:S:1:pos:R:3
C 0.64311 0.34789 0.21231
C -0.31897 -0.68020 -0.28490
O 2.92683 2.58519 1.08933
O 4.02558 2.01768 -1.00077
O 1.84843 0.26055 0.07731
S -0.15080 1.70064 1.00360
S 3.73766 1.63206 0.34908
H 0.99063 2.37982 1.22006
H -1.12885 -0.82190 0.42606
H 0.19661 -1.61797 -0.47372
H -0.75277 -0.32321 -1.21928
```

For the energy, the calculation gives -29951.422 eV. The value obtained for the LUMO energy is -0.0083 Ha. As for the energy above the lowest of the compared OMol25 structures with the same formula, charge and spin: 0.0 kcal per mole. As for the net charge: 0. As for the spin multiplicity: 1.



(6)
Molecular formula: C10H23AuBF2N6OS2
Method: DFT, ωB97M-V/def2-TZVPD

Structure (XYZ):
```
46
Properties=species:S:1:pos:R:3
Au -0.20501 0.37534 -0.26862
C 0.26216 1.35430 2.54428
N 0.20435 0.04841 1.82806
C 1.49584 -0.63882 2.10012
C -0.91833 -0.76100 2.39774
C -1.15126 -2.08573 1.68354
N -1.53458 -1.90751 0.28634
C -1.15933 -3.05880 -0.53291
C -2.97231 -1.65612 0.16446
H 0.29999 1.16237 3.61896
H -0.61533 1.94354 2.31064
H 1.16343 1.88407 2.24388
H 1.59600 -0.79094 3.17718
H 2.31850 -0.01127 1.76207
H 1.54317 -1.59854 1.59780
H -1.81066 -0.13880 2.34816
H -0.68156 -0.94623 3.44872
H -1.92422 -2.63142 2.24149
H -0.25143 -2.70007 1.71957
H -1.72292 -3.95871 -0.25429
H -0.09483 -3.26218 -0.42551
H -1.35682 -2.83312 -1.58044
H -3.55650 -2.51182 0.52871
H -3.22177 -1.48835 -0.88336
H -3.25367 -0.76879 0.72683
C 3.25118 -1.12407 -4.62077
C 1.76029 -1.43339 -4.78372
C 0.91791 -0.44397 -4.04688
N 0.58020 -0.56864 -2.81835
N -0.13865 0.51653 -2.33051
C -0.30190 1.48579 -3.22779
N -0.93070 2.62882 -3.05670
S 0.37844 1.04413 -4.75957
H 3.84210 -1.79943 -5.23665
H 3.55894 -1.24755 -3.58282
H 3.48028 -0.10244 -4.92610
H 1.52591 -2.42024 -4.38536
H 1.48214 -1.43005 -5.83830
H -1.39376 2.90897 -2.17703
H -0.96440 3.29008 -3.81382
O -2.81548 3.32189 -0.90964
S -2.98621 2.42452 0.24312
N -2.04518 1.31654 0.47294
F 1.82023 -1.78233 -0.61822
B 1.55900 -0.50206 -0.78896
F 2.53735 0.31239 -1.14139
```

For the energy, the calculation gives -53201.551 eV. The value obtained for the LUMO energy is -0.1203 Ha. As for the net charge: +1. As for the spin multiplicity: 1.



What did the fourth record say?
Molecular formula: C6H14N2O
Method: DFT, ωB97M-V/def2-TZVPD

Structure (XYZ):
```
23
Properties=species:S:1:pos:R:3
C -2.45054 -1.43205 0.04845
C -2.04779 0.02565 -0.41275
C -2.13265 1.08818 0.70182
C 1.50882 -0.15385 -0.10225
C 1.79829 1.31851 -0.27413
C 2.70872 -0.90245 0.40261
H -3.37722 -1.43889 0.65753
H -2.74567 -2.00452 -0.86697
H -1.67647 -1.97346 0.68340
H -2.54177 0.31850 -1.25553
H -1.93931 2.07832 0.32864
H -3.16108 1.15567 1.07070
H -1.66234 0.90088 1.63247
H -0.56128 -0.57514 -1.83385
H 0.97148 1.75377 -0.84850
H 1.81315 1.86470 0.67187
H 2.74172 1.41225 -0.80985
H 2.62754 -0.84220 1.53550
H 2.55554 -1.98385 0.27504
H 3.91239 0.40941 -0.52916
N -0.64419 0.03564 -0.90301
N 0.31601 -0.65327 -0.15363
O 3.98667 -0.40183 -0.01840
```

For the energy, the calculation gives -11473.917 eV. The value obtained for the LUMO energy is 0.0266 Ha. As for the energy above the lowest of the compared OMol25 structures with the same formula, charge and spin: 88.9 kcal per mole. As for the net charge: 0. As for the spin multiplicity: 1. The SMILES is C/C(CO)=N\NC(C)C.



- energy of number 3 (C24H70AgN11O9)?
  -64838.438 eV



- Which of these has the highest energy?
  C4H8O